Computed, not measured: a cluster of 2 separate species, C3H12N2O in total at a distorted geometry, with the ωB97M-V functional and the def2-TZVPD basis.

Computed properties:
Energy = -8332.2957 eV
M = 92.1 g mol⁻¹
SMILES = C[C@H](N)CN.O
Lowest unoccupied orbital energy = 0.73 eV
Relative energy (zero: lowest compared OMol25 entry of this formula, charge and spin) = 99.03 kJ/mol
Gap between HOMO and LUMO = 9.68 eV
Highest occupied orbital energy = -0.329 Eh

Cartesian coordinates (Å):
C  -0.7328  -0.0768  -1.4273
C  -1.0298  0.2191  0.0690
N  0.1310  0.4647  0.8749
C  -1.8423  -0.9626  0.7382
N  -1.9378  -0.8340  2.1865
H  -1.4936  -0.7838  -1.8178
H  -0.4610  0.8330  -2.0359
H  0.2097  -0.5914  -1.3434
H  -1.6918  1.0249  -0.0013
H  0.8370  -0.2152  0.5897
H  0.5825  1.3598  0.6675
H  -1.0743  -1.7679  0.5250
H  -2.7849  -1.2482  0.1648
H  -2.0809  -1.7494  2.5853
H  -2.7258  -0.1644  2.3455
O  4.4599  0.9818  -2.0086
H  4.4483  1.1213  -1.0155
H  4.8335  1.8338  -2.3038

Results of the Löwdin charge analysis, in e, for atoms 1 through 5: atom 1 (C): -0.07, atom 2 (C): -0.49, atom 3 (N): 0.02, atom 4 (C): -0.28, atom 5 (N): -0.02